Computed, not measured: the molecule C3H8BrIOSi in a non-equilibrium geometry, with ωB97M-V/def2-TZVPD.

Atoms and positions in Å:
C  2.0751  0.6999  -1.3696
Si  -1.2468  -0.7736  0.1916
H  -0.0126  1.4143  -1.5244
H  -1.8001  -0.0793  2.7402
H  -1.8818  -1.8734  2.3351
H  2.8158  0.6173  -0.5646
H  2.3708  1.4402  -1.9924
Br  -1.7542  -2.7463  -0.5790
C  0.6923  0.9535  -0.8291
C  -1.3533  -0.8546  2.0572
H  0.8721  1.6312  0.0140
I  -2.8296  0.8447  -0.7029
H  2.1244  -0.2386  -1.7679
H  -0.3051  -0.7637  2.2844
O  0.2329  -0.2717  -0.2925

Forces on the atoms, in the same order (eV/Å):
C -0.4 -0.3 2.9
Si -0.1 1.3 0.5
H 0.1 -0.3 -0.1
H 0.0 -0.5 -1.4
H 1.6 1.9 -0.3
H -0.3 0.4 0.2
H 1.0 2.2 -2.2
Br 0.1 -0.4 -0.3
C 0.9 0.5 1.0
C -1.6 -1.1 0.8
H -0.7 0.3 -0.1
I -0.3 0.1 -0.1
H -0.1 -2.4 -1.8
H 0.7 -0.8 0.6
O -0.9 -0.8 0.2

Summary:
Lowest unoccupied orbital energy ... 0.0197 hartree
SMILES ... CCO[Si@](C)(Br)I
Orbital gap ... 0.376 Eh
Net charge ... 0
Highest occupied orbital energy ... -9.70 eV
Energy above the lowest of the compared OMol25 structures with the same formula, charge and spin ... 0.0 kcal per mole